Density functional theory data (the ωB97M-V functional and the def2-TZVPD basis) for C7H9NO in the gas phase.

Calculated values
Total charge: 0
Total energy: -402.03312 Eh
SMILES: N[C@H]1C=C[C@H]2OC=C[C@@H]12

Each line ends with the Mulliken charge.
CARTESIAN COORDINATES (ANGSTROEM)
O 0.4639 -1.5747 -0.9252  -0.4206
N -1.3703 1.6770 -0.2382  -0.5157
C -1.2080 0.0870 1.5326  -0.4704
C 0.5202 -1.0985 0.4352  0.1877
C 1.2187 0.5538 -1.1200  -0.6138
C -0.7547 -1.1207 1.1977  -0.6526
C 0.8450 0.4266 0.2520  -0.1719
C 1.0248 -0.6212 -1.7639  -0.3350
C -0.4722 1.2987 0.7829  0.0579
H -2.1791 0.3463 2.1013  0.2971
H -1.6866 2.6780 -0.1619  0.1822
H -1.3944 -2.0480 1.1794  0.3190
H 1.6000 0.7816 0.9357  0.5348
H 1.4062 -0.9792 -2.6774  0.4680
H 1.7709 1.3265 -1.6797  0.3147
H -0.1722 2.1913 1.3609  0.4426
H -1.8444 1.1119 -0.8622  0.1685
H 1.3366 -1.7039 0.9726  0.2076


Density functional theory data (the ωB97M-V functional and the def2-TZVPD basis) for C4H10Cl2O2Si in the gas phase.

Calculated values
Total charge: 0
Total energy: -1518.92545 Eh
SMILES: CCO[Si](Cl)(Cl)OCC

Each line ends with the Mulliken charge.
CARTESIAN COORDINATES (ANGSTROEM)
Cl -0.8364 0.7738 -1.9878  -0.2494
Cl -1.2362 2.1850 0.9527  -0.2424
Si -0.0900 0.9625 -0.0867  0.5309
O 1.4469 1.5159 -0.0588  -0.2790
O -0.3105 -0.5297 0.6456  -0.3074
C 2.4108 -0.4140 -1.1212  -0.9505
C -1.5543 -0.7061 1.1768  -0.4861
C -2.7594 -0.5695 0.1865  -0.9477
C 2.4578 0.5341 0.0659  -0.2154
H 3.3836 1.0588 0.1362  0.3760
H -1.5697 0.0534 1.9516  0.3961
H 3.1226 -1.1673 -0.9891  0.3716
H -1.5528 -1.6630 1.6622  0.3540
H 2.2336 -0.0164 0.9678  0.2561
H 1.3533 -0.6854 -1.2957  0.2102
H -2.8723 -1.3249 -0.6164  0.2789
H 2.7755 0.1011 -2.0213  0.2952
H -3.6702 -0.5088 0.7405  0.3646
H -2.7324 0.4004 -0.3088  0.2443


Density functional theory data (the ωB97M-V functional and the def2-TZVPD basis) for 12 unconnected molecules or ions with the total composition C14H49F3N20O13.

Calculated values
Total charge: 0
Total energy: -2935.99980 Eh

Each line ends with the Mulliken charge.
CARTESIAN COORDINATES (ANGSTROEM)
F 1.3578 -1.1241 0.6684  -0.2806
F -0.7189 -1.6015 0.0923  -0.1909
F -0.0568 -1.6741 2.1557  -0.2920
O -0.8077 0.9569 -0.1320  1.1332
O 3.2598 0.8749 -4.3094  -0.6242
O 3.9517 -5.9234 3.1345  -0.7614
O -0.6778 -0.8594 -3.9492  -0.5395
O -1.5269 0.6801 1.9572  -0.2927
O -4.4348 1.3369 -4.9203  -0.6462
O -2.5710 4.0747 6.0219  -0.6747
O -2.7425 0.0896 6.1622  -0.6608
O -3.4004 4.7312 -0.9631  -0.7063
O 1.1954 -0.6797 -8.4859  -0.6740
O 0.6224 3.8245 2.6991  -0.5950
O 0.6625 -3.3162 5.7659  -0.7792
O -3.4645 -0.7539 0.8248  -0.3926
N 3.7754 0.9215 -2.1088  -0.2919
N 1.1968 4.3475 0.5882  -0.3499
N 2.8041 3.7035 2.0866  -0.3806
N -1.4038 -0.7791 4.5334  -0.0869
N 6.0139 -5.1731 2.6904  -0.4059
N -3.1603 2.4860 -0.6878  -0.2017
N 4.2033 -4.6179 1.3263  -0.3684
N -1.2122 -2.8645 -3.0761  -0.4914
N -1.5971 -1.8668 6.5002  -0.3219
N -2.5752 0.2377 -5.7295  -0.1438
N 0.9201 -2.0551 -2.8250  -0.3282
N -0.8335 2.7405 5.4946  -0.2013
N 1.9564 -4.1068 4.0558  -0.1599
N 2.7949 2.7306 -3.0737  -0.3132
N -4.2367 0.8265 -7.1281  -0.3838
N 1.1347 -5.5255 5.6367  -0.4204
N -2.5068 2.9509 3.9786  -0.0866
N 0.0815 -1.4913 -6.6806  -0.2745
N 0.9273 0.5653 -6.5490  -0.1985
N -2.1521 3.8174 0.7679  -0.0771
C 4.7094 -5.2753 2.4043  0.6822
C 0.1530 1.3038 -1.1134  0.5649
C -0.5904 1.7769 -2.3212  -1.3811
C -1.9947 -0.7948 5.7683  0.5502
C -2.0782 3.2744 5.2451  0.4428
C 0.7773 -0.5292 -7.3502  0.4950
C -2.9695 3.7915 -0.3148  0.3940
C -0.4499 0.4674 1.1786  -1.0351
C 1.4830 4.0102 1.8588  0.6178
C -3.7633 0.9006 -5.8378  0.5196
C 3.2076 1.4520 -3.2358  0.5551
C 1.2302 -4.2348 5.1776  0.5859
C 0.0720 -0.9931 1.0044  0.8531
C -0.3089 -1.8597 -3.3422  0.5035
H -2.2389 -0.3389 -6.4742  0.2177
H 2.6738 3.1702 -2.1846  0.1504
H 0.5546 -5.5738 6.4556  0.2257
H 3.3264 3.4644 1.2658  0.1266
H 0.3501 1.1389 1.5273  0.0025
H -1.1228 2.7269 -2.2447  0.3861
H 0.4982 0.4598 -5.6467  0.1763
H 2.5512 3.0861 -3.9839  0.2068
H -0.3843 -2.1833 -7.2386  0.2250
H 1.9696 -3.2119 3.5969  0.1546
H -0.7210 1.8627 5.0152  0.0809
H 1.5785 1.3088 -6.7082  0.2021
H -1.9588 3.0019 1.3321  -0.0992
H -2.1421 2.0612 3.6590  -0.2162
H -3.7266 0.3823 -7.8657  0.1607
H 1.3771 -6.3301 5.0906  0.1956
H 4.1526 -0.0060 -2.1948  0.2139
H -1.4659 1.1156 -2.3883  0.1477
H -2.1811 0.3282 -4.8109  0.0576
H -0.9482 -3.7199 -2.6192  0.2108
H -1.0351 -2.5958 6.0819  0.2318
H 1.8477 4.6767 -0.0971  0.1976
H 3.1931 3.9583 2.9744  0.2181
H -0.1634 1.7118 -3.3188  0.3907
H -1.9225 -1.8778 7.4487  0.2174
H -5.1493 1.2184 -7.2717  0.2370
H -3.4432 -0.6053 -0.1342  0.4559
H -0.3981 2.9226 6.3774  0.2317
H -0.6939 -1.4696 4.3727  0.2123
H 3.8562 1.3168 -1.1909  0.1219
H -3.8044 2.1989 -1.3991  0.2523
H 0.7496 2.1817 -0.8300  -0.2398
H 0.1984 4.4317 0.4714  0.1271
H -2.7452 -0.1724 1.2884  0.0226
H 4.6536 -3.8559 0.8511  0.1939
H 6.6463 -4.5329 2.2420  0.1836
H -1.9379 4.7167 1.1660  0.2520
H 1.6415 -1.4246 -3.1392  0.1855
H 1.0608 -2.7031 -2.0746  0.1782
H 3.2047 -4.6595 1.2223  0.2234
H -1.6662 -0.0684 3.8700  0.0543
H -0.1840 -1.2612 -5.7358  0.1120
H -4.2868 -0.5231 1.2905  0.4543
H 6.3459 -5.5076 3.5778  0.2406
H -2.3363 1.9901 -0.3618  -0.1525
H 2.6694 -4.7668 3.7509  0.1511
H 0.8688 0.5405 -1.4355  0.1214
H -3.4297 3.1725 3.6506  0.1976
H -2.1389 -2.5291 -2.8741  0.2174


Density functional theory data (the ωB97M-V functional and the def2-TZVPD basis) for a molecular structure, C25H41F5P2Zr.

Calculated values
Total charge: +2
Total energy: -2205.44203 Eh

Each line ends with the Mulliken charge.
CARTESIAN COORDINATES (ANGSTROEM)
Zr -0.2416 0.2726 0.0349  -2.3195
P -3.4750 -0.4976 -1.6751  0.5763
P 4.1681 1.2551 0.2268  0.6528
F -2.0067 1.9788 2.0322  -0.2141
F -0.3720 2.7421 3.3344  -0.2186
F 1.4616 2.4066 1.6595  -0.2909
F 0.2352 3.4054 0.0527  -0.3418
F -1.2907 4.0579 1.8743  -0.2779
C -2.0479 0.1765 -2.8231  -0.7589
C 0.7112 -2.9758 0.4047  -1.8847
C 1.4381 0.3225 -1.1768  2.9946
C 0.3370 -1.7923 1.2523  -0.1348
C 0.1886 2.4070 1.0285  0.2057
C 0.3901 -0.7013 -3.4324  -1.0229
C 1.2582 1.6014 -1.9880  -0.9872
C 4.9732 0.0511 -0.9394  -1.0174
C 0.5650 -0.7894 -1.8390  0.7461
C -1.1075 -0.6877 -3.7138  -0.6424
C -0.9190 -1.6574 1.9819  1.1736
C -0.1659 2.0519 -2.3483  -2.0729
C -2.2935 0.4757 -0.5677  -0.3319
C -1.5279 1.2253 -1.8018  0.3320
C 1.3079 -0.9897 1.9913  2.5280
C 2.7838 -1.1226 1.8803  -1.6250
C -1.7174 -0.4390 4.1082  -2.0746
C -0.8651 2.7882 2.0553  0.7531
C -5.1252 0.1634 -1.3327  -1.1099
C -0.7083 -0.7665 3.0787  0.8507
C 1.3229 0.2989 4.2366  -1.9418
C 4.1349 2.8441 -0.6996  -1.0127
C -3.0949 -2.2298 -1.3486  -0.8934
C -2.0438 -2.6242 1.9451  -2.4042
C 0.6490 -0.3855 3.0989  0.6732
H -1.2112 -0.3566 -4.7489  0.5405
H 3.2259 -1.5012 2.8295  0.3423
H 3.6611 2.7281 -1.7081  0.3589
H -1.5371 -1.0149 5.0302  0.4102
H 5.2201 3.0639 -0.7230  0.5246
H 2.3343 0.6115 3.9495  0.3865
H 1.7207 2.4189 -1.4464  0.2579
H 2.5404 0.0564 -1.0300  -1.4131
H -1.6755 0.6289 4.3856  0.3352
H 1.0502 -1.7542 -1.6391  0.9627
H 1.4012 -0.3615 5.1174  0.3927
H -1.4701 -1.7376 -3.7420  0.2959
H -5.5520 0.5471 -2.2617  0.4197
H -2.1458 -3.1509 2.9082  0.3591
H 3.0739 -1.8191 1.0803  0.2987
H -2.9372 1.1649 -0.0037  0.9132
H -5.8152 -0.6033 -0.9584  0.4080
H -0.2529 2.0668 -3.4535  0.5027
H -0.0818 -3.2105 -0.3310  0.3470
H 3.2957 -0.1419 1.6951  -0.0604
H 4.2345 -0.4424 -1.6088  0.2857
H 0.9438 0.1742 -3.8591  0.2446
H -2.7329 -0.6651 3.7682  0.3840
H 0.8174 -1.6452 -3.8463  0.3847
H 0.7593 1.1895 4.5397  0.3112
H 1.8569 1.4512 -2.9148  0.7295
H -3.1392 -2.5211 -0.3058  0.1099
H -0.5295 -0.8833 -1.4785  -1.0107
H -5.1059 0.9795 -0.5960  0.3897
H 3.5883 3.6135 -0.0977  0.3444
H -3.8486 -2.8336 -1.8798  0.5153
H 5.4210 -0.7135 -0.2569  0.3811
H 5.7027 0.6437 -1.5083  0.5245
H -1.8912 -3.3922 1.1795  0.5851
H -3.0119 -2.1458 1.7483  0.4753
H -2.2133 2.1003 -1.9090  0.5485
H -0.3085 3.1064 -2.0568  0.6892
H -2.7337 0.6071 -3.5661  0.6017
H 0.9065 -3.8765 1.0225  0.3518
H -2.1126 -2.4963 -1.7571  0.1878
H 1.6298 -2.7506 -0.1579  0.4758


Density functional theory data (the ωB97M-V functional and the def2-TZVPD basis) for a molecular structure, C17H15Cl5O5Sn.

Calculated values
Total charge: +2
Total energy: -3547.57847 Eh

Each line ends with the Mulliken charge.
CARTESIAN COORDINATES (ANGSTROEM)
Sn 0.5030 0.5036 -0.1512  1.0084
Cl 2.8765 1.8464 2.3290  -0.1696
Cl -0.5881 1.2224 6.4445  -0.1160
Cl -2.6317 -0.1102 4.4882  -0.1516
Cl -1.8007 -0.4651 1.4264  -0.1409
Cl 2.1249 2.3203 5.3643  -0.1272
O -3.0221 4.2912 -3.2793  -0.3387
O -1.1013 1.4864 -1.0197  -0.3856
O -1.9602 3.5596 -0.9523  -0.5294
O 1.2333 -1.8298 0.3294  -0.1437
O 0.3663 -0.9362 -2.1106  0.0582
C -4.1740 0.4237 -3.7236  -0.5618
C 0.4529 -2.6738 -0.5325  -0.7146
C -2.9122 2.0699 -2.5001  0.3194
C -1.1033 0.4072 3.9417  -0.0130
C 1.3581 1.3629 2.9806  -0.0254
C -3.3542 3.0624 -3.4644  0.8887
C -1.9139 2.4466 -1.3997  0.2354
C 0.4324 0.7785 2.1689  -0.7026
C -0.1969 1.0528 4.7989  0.3752
C -4.5530 1.3814 -4.7062  -0.5681
C -4.1526 2.6670 -4.5884  -0.5963
C 2.6176 -2.2074 0.4725  -0.7694
C -0.7540 0.2671 2.6118  0.8955
C -3.3847 0.7921 -2.6202  -0.1119
C 1.0267 1.5480 4.3213  0.2751
C 0.6863 -2.3341 -1.9825  -0.3649
C 0.4288 -0.4360 -3.4624  -0.7699
H -0.5919 -2.4625 -0.2942  0.1424
H 2.6777 -3.2483 0.7876  0.3282
H 1.4459 -0.5014 -3.8468  0.3254
H 0.1115 0.6043 -3.4426  0.2084
H -0.2408 -1.0115 -4.1017  0.2986
H 0.6611 -3.7239 -0.3287  0.5026
H 3.0449 -1.5727 1.2438  0.2640
H -3.0823 0.0584 -1.8890  0.4350
H -4.4624 -0.6139 -3.8482  0.4421
H -3.2819 4.8722 -4.0161  0.3998
H 1.7175 -2.5157 -2.2872  0.3753
H 3.1693 -2.0771 -0.4595  0.3220
H 0.0217 -2.9278 -2.6107  0.4161
H -5.1771 1.0858 -5.5396  0.4424
H -4.4925 3.4239 -5.2885  0.3426


Density functional theory data (the ωB97M-V functional and the def2-TZVPD basis) for 2 unconnected molecules or ions with the total composition CH3NOP2S.

Calculated values
Total charge: 0
Total energy: -1250.74350 Eh
SMILES: C=NP=O.P=S

Each line ends with the Mulliken charge.
CARTESIAN COORDINATES (ANGSTROEM)
S -1.5175 -1.7667 -0.4257  -0.1982
P -2.8532 -0.5382 0.1530  0.1201
P -0.1592 1.5993 -0.1489  0.2219
O -0.8552 1.2355 1.0679  -0.3975
N 1.1483 0.5435 -0.3797  -0.0635
C 2.3507 0.2115 -0.4005  -0.2444
H 3.1534 0.8566 -0.0756  0.2467
H -3.7918 -1.3781 0.9973  0.0588
H 2.5244 -0.7634 -0.7878  0.2560


Density functional theory data (the ωB97M-V functional and the def2-TZVPD basis) for 6 unconnected molecules or ions with the total composition C4H16O5.

Calculated values
Total charge: 0
Total energy: -538.14140 Eh
SMILES: C=CC=C.O.O.O.O.O

Each line ends with the Mulliken charge.
CARTESIAN COORDINATES (ANGSTROEM)
O 2.3670 1.1624 -1.6174  -0.6862
O 0.4121 -3.2076 -0.0518  -0.6424
O 1.6145 -1.6361 2.0392  -0.6756
O 0.3785 2.9295 -1.1780  -0.6025
O 2.5203 0.6700 1.0914  -0.6834
C -2.1711 -1.0319 -1.4162  -0.9206
C -2.0516 0.1962 -0.9260  -0.0434
C -2.8473 0.5738 0.2751  -0.2180
C -2.2154 1.2861 1.2138  -0.6023
H 0.7677 -1.6672 1.5741  0.3782
H 0.4744 2.1152 -0.6987  0.2540
H -1.2228 1.6628 1.0047  0.0955
H 1.3284 -3.2861 0.1982  0.3231
H 1.3397 -1.9189 2.9200  0.2907
H 0.5219 -2.8801 -0.9540  0.3188
H 1.8083 0.8244 1.7080  0.2957
H -1.5844 -1.3483 -2.2633  0.3414
H 3.2785 0.9335 -1.8387  0.2892
H -3.7651 0.0342 0.4684  0.3408
H -2.8277 -1.7691 -0.9746  0.2425
H 0.9585 2.8290 -1.9361  0.3316
H -1.4689 1.0520 -1.2485  0.5134
H -2.7144 1.5760 2.1396  0.2820
H 2.6407 -0.2940 1.1068  0.3582
H 2.4579 1.1943 -0.6360  0.4193


Density functional theory data (the ωB97M-V functional and the def2-TZVPD basis) for 4 unconnected molecules or ions with the total composition C8H24O4.

Calculated values
Total charge: 0
Total energy: -620.11196 Eh
SMILES: CCO.CCO.CCO.CCO

Each line ends with the Mulliken charge.
CARTESIAN COORDINATES (ANGSTROEM)
O -4.8597 -8.9882 11.1636  -0.5123
O 1.8299 -9.1065 13.5874  -0.4840
O 2.0356 -9.6476 10.3840  -0.5737
O 5.1171 -9.0414 10.1618  -0.5625
C -4.8607 -7.9185 10.2171  -0.3472
C -3.4823 -7.6444 9.6693  -0.7963
C 5.8086 -9.6916 11.2189  -0.2947
C 1.8326 -8.4087 9.7291  -0.2170
C 5.3597 -9.1904 12.5862  -0.8916
C 0.3489 -8.0608 9.5803  -0.9802
C 1.3351 -6.7173 13.7311  -0.9085
C 2.2275 -7.8604 14.1665  -0.1412
H 1.3654 -6.6232 12.6444  0.1314
H -3.4525 -6.8711 8.8977  0.3564
H 6.0886 -9.3796 13.3768  0.4142
H -3.0108 -8.5262 9.2283  0.2454
H 4.4845 -9.7695 12.9012  0.2216
H -4.5857 -8.6250 12.0097  0.3018
H 2.0378 -9.4840 11.3325  0.3088
H 1.0647 -9.4563 14.0517  0.2678
H -0.1937 -8.9761 9.3387  0.2695
H -2.7768 -7.3349 10.4481  0.2020
H 4.1699 -9.1794 10.2867  0.3351
H 6.8756 -9.5152 11.0982  0.3084
H 2.3374 -7.5944 10.2665  0.2983
H 1.6549 -5.8005 14.2272  0.3499
H -5.2963 -7.0175 10.6660  0.2658
H 5.6204 -10.7657 11.1263  0.2303
H 5.1055 -8.1341 12.5325  0.2292
H -5.5630 -8.1732 9.4217  0.2833
H 0.1843 -7.3768 8.7455  0.3782
H 2.2079 -7.9749 15.2581  0.3561
H 0.2930 -6.9055 13.9946  0.2878
H -0.0440 -7.6071 10.4900  0.1373
H 3.2787 -7.7229 13.9269  0.1373
H 2.2940 -8.4573 8.7417  0.3933